Entry from the Open Molecules 2025 dataset: 11 unconnected molecules or ions with the total composition C33H77N11O11 at a distorted geometry (ωB97M-V/def2-TZVPD).

Output
Strongest force on any atom, eV/A: 5.15
Charge: +1
LUMO (alpha / beta), eV: -2.3 / -7.5
2S+1: 2
HOMO-LUMO gap (alpha / beta), eV: 8.26 / 3.10
Relative energy (zero: lowest compared OMol25 entry of this formula, charge and spin), eV: 2.711

Structure (XYZ):
```
132
C33H77N11O11 ωB97M-V/def2-TZVPD
C 0.682 1.703 1.539
C 0.357 0.773 0.465
O -0.614 0.052 0.508
N 1.160 0.887 -0.585
C 1.120 -0.229 -1.590
H 1.386 2.458 1.190
H 0.844 1.080 2.419
H -0.212 2.186 1.933
H 1.982 1.460 -0.710
H 1.720 -1.063 -1.226
H 1.650 0.132 -2.471
H 0.136 -0.623 -1.844
C 0.614 4.452 -1.345
C -0.749 4.220 -0.710
O -1.105 4.798 0.343
N -1.456 3.250 -1.276
C -2.872 3.027 -1.015
H 0.906 3.619 -1.984
H 1.355 4.564 -0.553
H 0.665 5.306 -2.020
H -0.970 2.583 -1.858
H -2.937 1.949 -1.165
H -3.558 3.393 -1.778
H -3.357 3.375 -0.103
C 5.422 -0.415 0.845
C 5.046 -1.773 0.305
O 4.430 -1.851 -0.761
N 5.504 -2.832 1.009
C 5.351 -4.166 0.453
H 4.505 -0.064 1.318
H 5.741 0.240 0.034
H 6.355 -0.480 1.406
H 6.206 -2.612 1.701
H 5.940 -4.194 -0.463
H 4.375 -4.605 0.246
H 5.746 -4.919 1.136
C -5.002 -5.190 -0.011
C -4.421 -3.812 -0.128
O -5.172 -2.893 0.034
N -3.099 -3.739 -0.294
C -2.328 -2.472 -0.337
H -4.220 -5.823 -0.431
H -5.909 -5.437 -0.563
H -5.155 -5.448 1.037
H -2.528 -4.572 -0.326
H -2.870 -1.683 -0.858
H -1.350 -2.516 -0.816
H -2.067 -2.231 0.694
C 3.388 3.005 -3.167
C 3.911 2.184 -2.043
O 3.534 2.422 -0.940
N 4.710 1.144 -2.242
C 4.847 0.409 -3.425
H 2.400 2.612 -3.407
H 3.951 2.943 -4.098
H 3.305 4.037 -2.825
H 4.780 0.593 -1.398
H 4.054 0.410 -4.173
H 4.797 -0.667 -3.256
H 5.776 0.739 -3.888
C 1.023 0.430 5.717
C 1.440 1.573 4.856
O 0.718 2.586 4.777
N 2.551 1.592 4.114
C 3.507 0.501 4.285
H 1.364 0.451 6.752
H 1.467 -0.507 5.382
H -0.064 0.348 5.746
H 2.712 2.388 3.514
H 3.143 -0.482 3.985
H 3.926 0.534 5.290
H 4.281 0.766 3.565
C -0.531 -3.265 -3.418
C -0.378 -3.543 -4.910
O 0.747 -3.651 -5.453
N -1.468 -3.696 -5.627
C -2.701 -2.997 -5.468
H 0.241 -3.758 -2.828
H -1.483 -3.652 -3.054
H -0.566 -2.187 -3.263
H -1.243 -3.996 -6.565
H -3.278 -3.129 -6.383
H -2.454 -1.936 -5.520
H -3.308 -3.069 -4.566
C -2.986 1.219 3.140
C -2.800 -0.067 3.971
O -3.411 -0.250 4.949
N -1.944 -0.940 3.494
C -1.475 -2.242 4.064
H -3.972 1.270 2.679
H -2.287 1.077 2.316
H -2.639 2.147 3.596
H -1.504 -0.787 2.598
H -1.388 -3.039 3.326
H -2.045 -2.773 4.826
H -0.490 -1.927 4.409
C 0.509 -5.837 2.363
C 0.726 -4.611 1.537
O 0.201 -4.713 0.384
N 1.406 -3.532 1.999
C 1.415 -2.300 1.126
H -0.072 -5.510 3.226
H 1.438 -6.237 2.768
H 0.105 -6.642 1.750
H 1.905 -3.547 2.878
H 2.366 -2.167 0.611
H 1.365 -1.549 1.914
H 0.687 -2.253 0.317
C -5.120 5.476 3.880
C -4.514 5.314 2.463
O -5.297 5.193 1.503
N -3.152 5.225 2.223
C -2.127 5.144 3.288
H -4.868 6.486 4.203
H -4.832 4.676 4.564
H -6.209 5.472 3.914
H -2.722 5.155 1.312
H -2.486 4.818 4.264
H -1.648 6.062 3.630
H -1.448 4.348 2.984
C 0.027 0.674 -5.503
C -0.824 1.562 -4.681
O -0.435 1.883 -3.507
N -1.985 1.936 -5.186
C -2.942 2.785 -4.545
H -0.350 0.586 -6.522
H 0.120 -0.343 -5.123
H 1.014 1.136 -5.537
H -2.292 1.491 -6.039
H -3.249 3.438 -5.362
H -2.331 3.385 -3.871
H -3.792 2.311 -4.054
```

Atom charges from the Mulliken analysis, given in e for atoms 1 to 5: 0.199 0.197 -0.279 1.604 -0.831